# C21H35BClN2O2P2S

A gas-phase ion, C21H35BClN2O2P2S (charge +1) in a non-equilibrium geometry (ωB97M-V with the def2-TZVPD basis set, OMol25).

Structure (XYZ):
```
65
Properties=species:S:1:pos:R:3:mulliken_charge:R:1
C 1.48 -5.05 -0.64 -0.417
O 0.89 -4.86 -1.90 -0.462
C -0.21 -3.97 -1.88 -1.147
C 0.24 -2.52 -1.69 0.110
C 0.08 -1.98 -0.24 -0.818
C -0.61 -0.66 -0.16 0.732
C 0.08 0.57 -0.30 -0.127
C 1.51 0.68 -0.53 -0.196
B 2.52 -0.53 -0.76 0.147
C 3.21 -1.41 0.35 -0.885
O 2.80 -0.77 -2.07 -0.576
C 2.08 1.95 -0.63 0.233
C 3.57 2.18 -0.87 -2.019
C 4.36 2.68 0.38 0.532
C 5.30 3.85 0.03 -1.493
Cl 5.35 1.41 1.13 -0.228
C 1.28 3.12 -0.51 0.643
P 1.86 4.85 -0.53 0.213
S 2.11 5.50 1.29 -0.363
C -0.07 3.02 -0.31 -1.045
C -0.67 1.76 -0.20 0.833
C -2.06 1.70 0.00 -0.610
C -2.69 0.50 0.13 0.218
C -4.18 0.51 0.33 -2.550
C -4.60 0.68 1.82 1.206
C -3.74 -0.04 2.86 -1.704
C -6.09 0.38 2.00 -1.553
N -1.95 -0.67 0.06 0.197
P -2.89 -2.19 0.12 0.133
N -3.16 -2.68 -1.32 -0.698
H 2.21 -4.28 -0.40 -0.030
H 0.74 -5.09 0.16 0.257
H 2.02 -5.99 -0.67 0.320
H -0.69 -4.09 -2.84 0.220
H -0.88 -4.31 -1.08 0.599
H -0.23 -1.86 -2.41 0.565
H 1.29 -2.53 -1.95 0.357
H -0.46 -2.76 0.28 0.690
H 1.02 -1.97 0.29 -0.394
H 4.20 -1.08 0.61 0.355
H 2.58 -1.51 1.24 0.382
H 3.32 -2.42 -0.06 0.134
H 3.44 -1.48 -2.16 0.353
H 3.63 3.01 -1.56 0.546
H 4.06 1.37 -1.38 0.680
H 3.64 3.07 1.08 0.392
H 5.07 4.30 -0.92 0.382
H 5.30 4.60 0.82 0.290
H 6.32 3.47 -0.05 0.493
H 3.02 4.97 -1.29 0.112
H 0.83 5.54 -1.18 0.138
H -0.69 3.89 -0.23 0.521
H -2.61 2.61 0.05 0.622
H -4.56 1.39 -0.17 0.468
H -4.68 -0.33 -0.15 0.881
H -4.46 1.74 2.01 0.390
H -4.07 0.28 3.84 0.490
H -2.69 0.23 2.80 0.339
H -3.87 -1.11 2.86 0.350
H -6.58 0.30 1.03 0.402
H -6.27 -0.52 2.58 0.354
H -6.59 1.20 2.52 0.374
H -2.21 -3.06 0.98 0.150
H -4.04 -1.87 0.83 0.205
H -2.80 -3.61 -1.50 0.306
```

- E: -2646.9019 Eh
- SMILES string: COCCCc1c2c(B(C)O)c(C[C@H](C)Cl)c([PH2]=S)cc2cc(CC(C)C)[n+]1[PH2]=N
- Relative energy (zero: lowest compared OMol25 entry of this formula, charge and spin): 0.000 eV
- HOMO level: -11.2827 eV
- Charge: +1
- E_LUMO: -4.4185 eV